# C6H10O2

A structure of composition C6H10O2 at a distorted geometry (the ωB97M-V functional and the def2-TZVPD basis, the OMol25 dataset).

```
! RIJCOSX wB97M-V def2-TZVPD def2/J DEFGRID3
* xyz 0 1
C -1.6658 0.2100 -0.7758
C -0.2244 -0.9512 -1.3356
C 0.6107 -1.1272 -0.1654
C 1.7424 -0.0878 -0.0204
C 1.2989 1.0062 0.7696
C -0.2428 0.6604 0.5373
H -2.5341 -0.5308 -0.4887
H -1.8942 1.0597 -1.6592
H 0.1884 -0.6153 -2.2965
H -0.4961 -2.1195 -1.4201
H 1.0679 -2.0952 0.0423
H 2.0700 0.3105 -1.0328
H 2.6136 -0.5875 0.6814
H 1.5487 2.1373 0.1979
H 1.4728 1.1783 1.8122
H 0.0347 0.5880 -0.5409
O -1.5808 1.0637 0.3802
O -0.0675 -0.7622 0.9505
*
```

F_max = 8.3 eV/Å
ΔE to the lowest compared entry with this formula, charge and spin = 8.6401 eV
Gap between HOMO and LUMO = 10.2 eV

natural (NBO) atomic charge list, values in e, 6 entries: -0.098 -0.439 0.022 -0.458 -0.378 0.300